# 1
The following is a quantum chemistry calculation of one molecule with the formula C23H26N4O7S at a distorted geometry, from OMol25.

The geometry in XYZ format:
```
61
Properties=species:S:1:pos:R:3
C 5.025 1.012 2.043
H 5.310 1.356 3.036
O 3.860 1.736 1.710
C 3.197 1.396 0.584
C 1.948 1.997 0.419
C 1.134 1.676 -0.654
C 1.586 0.712 -1.584
C 2.869 0.186 -1.452
C 3.678 0.521 -0.389
H 4.660 0.087 -0.309
H 3.203 -0.507 -2.208
C 0.744 0.218 -2.639
N 1.104 -0.514 -3.653
N -0.012 -0.847 -4.331
C -1.003 -0.309 -3.694
N -2.329 -0.409 -4.020
C -3.400 -0.254 -3.165
O -4.531 -0.236 -3.580
C -3.014 -0.146 -1.724
C -2.370 -1.211 -1.100
C -1.943 -1.089 0.211
C -2.151 0.099 0.881
C -2.847 1.138 0.292
C -3.289 1.015 -1.014
H -3.822 1.820 -1.494
H -3.025 2.034 0.864
S -1.581 0.385 2.560
O -2.718 0.280 3.426
O -0.861 1.632 2.565
N -0.544 -0.912 2.888
C -0.526 -1.255 4.298
H 0.165 -0.620 4.863
H -0.243 -2.300 4.417
H -1.535 -1.108 4.676
C 0.760 -0.706 2.289
H 1.279 0.146 2.748
H 0.605 -0.466 1.235
C 1.661 -1.951 2.398
C 0.999 -3.208 1.817
H 1.350 -4.095 2.347
C 1.524 -3.215 0.384
H 0.959 -2.523 -0.242
C 2.938 -2.687 0.597
H 3.612 -3.499 0.905
H 3.352 -2.190 -0.280
O 2.849 -1.734 1.648
H 1.514 -4.201 -0.073
H -0.084 -3.159 1.893
H 1.948 -2.090 3.447
H -1.444 -1.904 0.709
H -2.193 -2.128 -1.644
H -2.530 -0.635 -4.986
O -0.605 0.397 -2.618
O -0.070 2.242 -0.886
C -0.447 3.353 -0.095
H -0.610 3.061 0.946
H -1.377 3.714 -0.530
H 0.310 4.141 -0.147
H 1.621 2.683 1.182
H 4.817 -0.062 2.067
H 5.841 1.219 1.344
```

molar mass = 502.55 g mol⁻¹
DFT total energy = -2035.8966 Eh
strongest force on any atom = 1.68 eV/A
ΔE to the lowest compared entry with this formula, charge and spin = 87.8 kcal per mole
lowest unoccupied orbital energy = 0.0073 hartree
SMILES = COc1ccc(-c2nnc(NC(=O)c3ccc(S(=O)(=O)N(C)C[C@H]4CCCO4)cc3)o2)c(OC)c1
Kohn-Sham gap = 8.3 eV
highest occupied orbital energy = -8.077 eV

***

# 2
The following is a quantum chemistry calculation of C23H26N5O5PRuSTe as an isolated structure, from OMol25.

The geometry in XYZ format:
```
63
Properties=species:S:1:pos:R:3
Ru 0.598 0.562 -0.673
O -1.191 1.546 4.143
C -2.198 0.873 3.571
C -3.453 0.974 4.179
C -4.540 0.310 3.652
C -4.415 -0.465 2.495
C -3.183 -0.560 1.884
C -2.061 0.099 2.404
C -0.802 0.037 1.654
O -0.798 -0.499 0.472
N 0.285 0.588 2.167
N 1.260 0.478 1.200
C 2.416 -0.007 1.457
C 3.107 -0.527 0.286
C 4.390 -1.047 0.287
C 4.868 -1.642 -0.869
C 4.051 -1.705 -1.988
C 2.785 -1.154 -1.928
N 2.321 -0.581 -0.817
H -0.367 1.376 3.644
H -3.536 1.574 5.075
H -5.498 0.385 4.150
H -5.266 -1.000 2.097
H -3.054 -1.152 0.989
H 2.742 -0.192 2.474
H 4.994 -0.987 1.182
H 5.867 -2.055 -0.896
H 4.389 -2.169 -2.904
H 2.115 -1.149 -2.778
N -5.408 3.212 1.442
C -4.501 4.003 0.852
S -4.679 5.604 0.565
C -3.276 3.287 0.397
C -3.371 2.194 -0.455
C -2.219 1.543 -0.842
N -1.011 1.918 -0.406
C -0.914 2.990 0.393
C -2.016 3.707 0.803
H -6.255 3.629 1.792
H -5.171 2.274 1.733
H -4.331 1.851 -0.817
H -2.244 0.684 -1.495
H 0.081 3.261 0.715
H -1.904 4.570 1.444
C 0.278 -0.503 -5.992
C 0.111 0.993 -5.882
O 0.915 1.514 -4.775
P 0.316 1.681 -3.333
O -0.125 0.378 -2.686
Te 1.985 2.524 -1.843
O -0.971 2.585 -3.457
C -0.901 3.978 -3.870
C -2.058 4.707 -3.236
H -0.281 -0.867 -6.854
H -0.099 -1.004 -5.101
H 1.328 -0.760 -6.133
H -0.931 1.276 -5.725
H 0.486 1.511 -6.760
H -0.944 4.004 -4.959
H 0.056 4.394 -3.545
H -3.006 4.263 -3.537
H -2.051 5.751 -3.550
H -1.986 4.678 -2.148
```

<S²> = 0.758
molar mass = 744.20 g mol⁻¹
DFT total energy = -2644.4311 Eh
strongest force on any atom = 0.12 eV/A
ΔE to the lowest compared entry with this formula, charge and spin = 3.4 kcal per mole
total charge = +1
lowest unoccupied orbital energy (alpha / beta) = -0.1362 / -0.1616 hartree
spin multiplicity = 2
Kohn-Sham gap (alpha / beta) = 7.0 / 6.3 eV
highest occupied orbital energy (alpha / beta) = -10.739 / -10.738 eV

***

# 3
The following is a quantum chemistry calculation of one molecule with the formula C23H26N6O4S at a distorted geometry, from OMol25.

The geometry in XYZ format:
```
60
Properties=species:S:1:pos:R:3
C -3.308 -4.947 -0.489
H -2.957 -5.540 -1.339
H -2.948 -5.394 0.443
H -4.396 -4.929 -0.487
O -2.911 -3.597 -0.601
C -1.600 -3.308 -0.680
C -1.271 -1.964 -0.866
C 0.034 -1.536 -0.916
C 1.076 -2.453 -0.782
C 0.761 -3.803 -0.626
C -0.552 -4.228 -0.576
H -0.758 -5.279 -0.450
H 1.570 -4.512 -0.540
C 2.457 -2.032 -0.802
N 3.505 -2.829 -0.812
N 4.619 -2.104 -0.826
C 4.275 -0.837 -0.822
N 2.899 -0.734 -0.804
N 2.208 0.406 -0.773
C 2.864 1.519 -0.776
C 4.311 1.579 -0.805
C 5.027 2.782 -0.810
C 6.403 2.774 -0.836
C 7.108 1.571 -0.858
C 6.435 0.372 -0.854
C 5.038 0.366 -0.828
H 6.950 -0.575 -0.871
H 8.188 1.585 -0.879
H 6.944 3.709 -0.839
H 4.495 3.721 -0.793
C 2.034 2.757 -0.745
H 0.981 2.490 -0.741
H 2.239 3.372 -1.620
H 2.255 3.344 0.144
H 0.223 -0.485 -1.063
S -2.568 -0.746 -1.025
O -3.546 -1.132 -1.994
O -1.928 0.533 -1.219
N -3.276 -0.837 0.501
C -4.576 -0.198 0.554
C -4.432 1.315 0.701
N -3.704 1.659 1.922
C -3.028 0.537 2.538
C -2.351 -0.419 1.546
H -1.994 -1.312 2.074
H -1.494 0.071 1.076
H -2.282 0.915 3.240
H -3.769 -0.028 3.116
C -2.948 2.888 1.832
H -2.756 3.229 2.859
C -1.610 2.843 1.066
O -1.101 4.139 0.838
H -1.071 4.611 1.678
H -1.739 2.393 0.080
H -0.876 2.248 1.631
H -3.592 3.630 1.351
H -3.914 1.685 -0.192
H -5.422 1.785 0.750
H -5.149 -0.625 1.381
H -5.073 -0.442 -0.385
```

molar mass = 482.57 g mol⁻¹
DFT total energy = -1919.6749 Eh
strongest force on any atom = 1.54 eV/A
ΔE to the lowest compared entry with this formula, charge and spin = 79.1 kcal per mole
lowest unoccupied orbital energy = -0.0004 hartree
SMILES = COc1ccc(-c2nnc3c4ccccc4c(C)nn23)cc1S(=O)(=O)N1CCN(CCO)CC1
Kohn-Sham gap = 8.1 eV
highest occupied orbital energy = -8.081 eV